[1]
{"formula": "C20H43N2OP3Zr", "method": "wB97M-V/def2-TZVPD", "charge": 4, "homo_lumo_gap_ha": [0.0697, 0.0696], "elements": ["Zr", "P", "P", "P", "H", "C", "C", "H", "C", "C", "C", "C", "C", "C", "C", "C", "C", "H", "H", "H", "H", "H", "H", "H", "H", "H", "H", "H", "H", "H", "H", "H", "H", "H", "H", "H", "H", "H", "H", "H", "H", "H", "H", "H", "H", "H", "C", "C", "C", "C", "C", "C", "O", "H", "H", "H", "H", "H", "H", "C", "N", "C", "C", "N", "H", "H", "H", "H", "H", "H"], "coordinates": [[0.808, -0.901, -0.156], [-0.370, -3.293, -0.303], [-0.428, 0.426, -2.072], [-1.144, -0.106, 1.447], [2.829, 0.861, 0.683], [1.992, 0.465, 1.279], [2.092, -0.857, 1.827], [3.025, -1.421, 1.694], [0.317, -4.760, -1.169], [-2.048, -3.350, -1.018], [-0.657, -3.940, 1.373], [-0.126, 2.228, -2.199], [-0.015, -0.090, -3.778], [-2.267, 0.412, -2.212], [-0.953, -0.319, 3.248], [-2.826, -0.771, 1.236], [-1.478, 1.692, 1.351], [1.508, 1.274, 1.836], [1.634, -1.141, 2.781], [1.215, -5.143, -0.668], [0.583, -4.487, -2.200], [-0.457, -5.547, -1.208], [-2.016, -3.011, -2.063], [-2.762, -2.732, -0.460], [-2.352, -4.407, -0.978], [0.270, -3.903, 1.960], [-0.986, -4.982, 1.270], [-1.423, -3.358, 1.896], [-0.662, 2.635, -3.071], [0.950, 2.401, -2.321], [-0.449, 2.752, -1.292], [-0.589, 0.513, -4.500], [-0.249, -1.152, -3.918], [1.059, 0.048, -3.952], [-2.549, 0.892, -3.163], [-2.744, 0.955, -1.387], [-2.646, -0.618, -2.207], [-1.843, 0.112, 3.726], [-0.054, 0.191, 3.610], [-0.875, -1.383, 3.504], [-3.473, -0.245, 1.950], [-2.855, -1.845, 1.451], [-3.193, -0.600, 0.219], [-2.160, 1.948, 2.174], [-1.942, 1.972, 0.397], [-0.552, 2.270, 1.463], [-1.666, 6.232, 0.423], [-1.246, 7.581, 0.345], [-0.468, 8.096, 1.383], [-0.153, 7.310, 2.500], [-0.661, 6.007, 2.606], [-1.459, 5.480, 1.588], [-2.185, 5.554, -0.649], [-2.287, 6.169, -1.398], [-1.504, 8.182, -0.528], [-0.099, 9.123, 1.320], [0.480, 7.714, 3.292], [-0.439, 5.391, 3.477], [-1.892, 4.482, 1.649], [4.267, -4.490, -2.395], [4.084, -3.875, -1.058], [4.318, -4.771, 0.119], [3.298, -2.856, -0.950], [2.402, -2.075, -0.859], [4.934, -5.348, -2.297], [4.704, -3.743, -3.070], [3.298, -4.833, -2.793], [4.801, -4.213, 0.934], [3.368, -5.209, 0.473], [4.965, -5.596, -0.193]], "forces_ev_per_angstrom": [[0.329, -0.802, -1.464], [-1.383, -1.527, 0.292], [-1.705, 1.813, -2.130], [-1.427, 0.318, 1.148], [-0.248, -0.419, -0.275], [1.137, -0.811, 2.067], [1.222, 2.025, 0.958], [-0.474, 0.077, -0.588], [0.604, 0.336, -0.343], [-0.125, 0.439, -0.187], [0.282, 0.111, 0.283], [0.545, 0.178, 0.506], [0.627, -0.607, 0.146], [-0.194, -0.431, 0.524], [0.445, -0.184, 0.024], [-0.115, -0.110, -0.249], [0.269, 0.323, -0.221], [-0.384, -0.412, -0.197], [-0.456, 0.279, -0.455], [-0.249, 0.056, -0.069], [-0.086, -0.148, 0.208], [0.356, 0.403, 0.163], [-0.134, -0.246, 0.226], [0.216, -0.293, -0.250], [-0.093, 0.398, -0.075], [-0.219, -0.160, -0.040], [0.031, 0.204, 0.154], [0.147, -0.191, -0.096], [0.154, -0.291, 0.266], [-0.200, 0.102, -0.075], [0.013, -0.089, -0.221], [0.166, -0.159, 0.370], [-0.007, 0.207, -0.114], [-0.202, -0.003, -0.124], [0.243, -0.165, 0.319], [0.133, -0.084, -0.232], [0.007, 0.244, -0.098], [0.240, -0.131, -0.053], [-0.207, -0.027, 0.034], [-0.075, 0.218, 0.009], [0.055, -0.165, -0.185], [-0.081, 0.313, 0.047], [-0.032, -0.046, 0.263], [0.126, -0.086, -0.225], [0.055, -0.093, 0.252], [-0.216, -0.097, 0.028], [-0.425, -0.683, -1.595], [0.593, 0.637, 0.524], [-0.669, 0.339, -1.209], [0.246, -0.072, 0.297], [-0.826, -0.972, -0.565], [0.812, -0.228, 1.273], [0.525, 1.320, 1.366], [-0.095, -0.161, 0.092], [0.166, -0.102, 0.220], [-0.160, -0.359, 0.007], [-0.223, -0.071, -0.214], [-0.099, 0.298, -0.148], [0.137, 0.297, 0.013], [-0.048, 0.219, -1.088], [-0.746, 0.611, 0.388], [-0.040, 0.070, 0.851], [-0.696, -1.282, -0.062], [2.088, -0.650, -0.247], [-0.043, 0.324, 0.030], [-0.064, -0.362, 0.136], [0.344, 0.101, 0.184], [-0.142, -0.218, -0.344], [0.326, 0.270, -0.211], [-0.051, 0.408, -0.023]], "lowdin_charge": [1.18, 0.73, 0.71, 0.71, 0.10, -0.24, -0.20, 0.08, -0.22, -0.23, -0.23, -0.23, -0.23, -0.23, -0.22, -0.24, -0.25, 0.07, 0.07, 0.04, 0.06, 0.08, 0.06, 0.03, 0.08, 0.06, 0.08, 0.04, 0.08, 0.06, 0.03, 0.09, 0.06, 0.06, 0.09, 0.04, 0.04, 0.08, 0.06, 0.06, 0.08, 0.04, 0.04, 0.08, 0.03, 0.04, -0.23, 0.05, 0.01, 0.03, -0.01, 0.02, 0.13, 0.15, 0.15, 0.14, 0.14, 0.13, 0.10, 0.04, -0.12, 0.04, -0.15, -0.01, 0.12, 0.12, 0.11, 0.11, 0.10, 0.12]}

=====

[2]
{"formula": "C17H33BN3O6", "method": "wB97M-V/def2-TZVPD", "charge": 1, "homo_lumo_gap_ha": 0.3278, "elements": ["C", "C", "O", "O", "C", "C", "C", "C", "N", "C", "C", "N", "C", "C", "C", "O", "C", "B", "O", "O", "H", "H", "H", "H", "H", "H", "H", "H", "H", "H", "H", "H", "H", "H", "H", "H", "H", "H", "H", "C", "N", "C", "C", "C", "C", "O", "H", "H", "H", "H", "H", "H", "H", "H", "H", "H", "H", "H", "H", "H"], "coordinates": [[0.694, -0.616, -1.381], [0.640, -0.843, 0.272], [1.644, -1.574, 0.781], [-0.485, -0.306, 1.105], [0.123, 0.384, 2.261], [-0.889, 1.542, 2.837], [-0.181, 3.003, 3.098], [1.296, 2.800, 3.829], [2.541, 2.436, 4.053], [-0.137, 3.988, 1.783], [0.909, 3.307, 0.711], [1.854, 2.892, -0.065], [0.380, 5.481, 2.293], [0.540, 6.580, 1.087], [1.957, 6.511, 0.265], [1.710, 5.916, -1.090], [-1.660, 4.192, 1.212], [-1.923, 3.607, -0.302], [-1.741, 2.214, -0.755], [-2.449, 4.574, -1.327], [0.061, 0.312, -1.729], [1.823, -0.563, -1.745], [0.244, -1.607, -1.845], [0.322, -0.419, 3.110], [1.173, 0.774, 1.913], [-1.254, 1.162, 3.908], [-1.851, 1.577, 2.164], [-0.856, 3.549, 3.917], [1.359, 5.449, 2.934], [-0.483, 5.890, 3.005], [-0.374, 6.575, 0.325], [0.503, 7.662, 1.591], [2.665, 5.764, 0.845], [2.485, 7.567, 0.139], [0.825, 5.443, -1.108], [-1.957, 5.341, 1.208], [-2.459, 3.669, 1.922], [-2.230, 1.554, -0.181], [-2.518, 4.031, -2.191], [-1.516, -6.380, -2.088], [-0.146, -5.799, -2.438], [-0.219, -5.238, -3.856], [0.892, -6.905, -2.400], [0.227, -4.632, -1.483], [0.371, -5.029, -0.004], [-0.841, -5.566, 0.510], [-1.850, -6.999, -2.927], [-1.428, -7.013, -1.204], [-2.216, -5.554, -1.929], [-0.478, -6.051, -4.541], [0.758, -4.820, -4.114], [-0.989, -4.460, -3.882], [0.907, -7.351, -1.403], [1.866, -6.471, -2.644], [0.617, -7.665, -3.139], [-0.564, -3.882, -1.596], [1.171, -4.214, -1.850], [0.623, -4.141, 0.584], [1.174, -5.763, 0.136], [-0.662, -5.887, 1.415]], "forces_ev_per_angstrom": [[-0.602, -0.352, 0.570], [3.990, -3.091, 1.520], [-6.531, 4.571, -2.560], [3.584, -0.563, -2.057], [1.012, -0.124, 1.399], [0.273, -1.090, 0.940], [-0.237, -0.009, 1.152], [8.603, -3.253, -0.233], [-11.792, 3.550, -1.872], [0.786, 0.068, 0.640], [6.272, -1.954, -4.632], [-8.557, 3.481, 6.865], [-0.473, 0.626, -0.224], [0.217, 1.367, 0.304], [-0.598, -1.146, 0.059], [-0.803, 0.447, 1.468], [-0.749, 0.164, 0.107], [-1.118, 0.378, -2.266], [-1.435, 1.748, 1.742], [1.727, -3.996, 0.888], [1.341, -1.889, 0.818], [-2.512, 0.044, 1.196], [0.758, 2.078, 0.924], [-0.436, 1.737, -1.792], [-2.151, -0.378, 0.932], [0.757, 0.881, -2.392], [2.041, 0.278, 1.237], [1.532, -1.036, -1.896], [-1.758, -0.217, -1.365], [1.767, -1.096, -1.476], [1.973, -0.155, 1.602], [-0.038, -2.410, -0.918], [-1.202, 1.649, -1.133], [-1.326, -2.379, 0.150], [1.728, 0.960, 0.333], [0.826, -2.459, 0.070], [1.822, 1.039, -1.281], [1.199, 1.148, -0.795], [0.040, 1.315, 1.913], [0.358, -0.128, -0.308], [-0.185, 0.108, -0.016], [0.087, -0.150, 0.587], [-0.293, 0.397, 0.019], [-0.308, -0.619, 0.271], [0.020, -0.133, 0.065], [0.073, -0.289, 0.308], [0.153, 0.223, 0.045], [-0.032, 0.421, -0.121], [0.191, -0.228, 0.067], [0.066, 0.184, 0.210], [-0.216, -0.072, 0.056], [0.197, -0.195, 0.023], [-0.023, 0.143, -0.223], [-0.181, -0.114, 0.050], [0.036, 0.225, 0.160], [0.116, -0.245, -0.032], [-0.167, -0.126, 0.107], [0.284, 0.164, -0.427], [0.115, 0.186, -0.179], [-0.220, 0.315, -0.595]], "lowdin_charge": [0.00, -0.27, -0.04, -0.12, -0.18, -0.11, -0.23, -0.08, 0.11, -0.33, -0.07, 0.16, -0.15, -0.17, -0.21, -0.16, -0.05, -0.44, 0.03, 0.03, 0.09, 0.12, 0.06, 0.15, 0.12, 0.14, 0.12, 0.16, 0.13, 0.14, 0.13, 0.13, 0.12, 0.14, 0.07, 0.13, 0.14, 0.11, 0.13, 0.01, -0.34, 0.01, 0.02, -0.08, -0.21, -0.07, 0.11, 0.10, 0.12, 0.11, 0.11, 0.11, 0.11, 0.12, 0.11, 0.13, 0.14, 0.12, 0.12, 0.12]}

=====

[3]
{"formula": "C24H23Cl2FN2O2", "method": "wB97M-V/def2-TZVPD", "homo_lumo_gap_ha": 0.3334, "smiles": "CC(C)(C)OC(=O)[C@@H](F)N=C(c1ccccc1)c1ccccc1.Clc1cccc(Cl)n1", "elements": ["C", "C", "C", "C", "O", "C", "O", "C", "F", "N", "C", "C", "C", "C", "C", "C", "C", "C", "C", "C", "C", "C", "C", "H", "H", "H", "H", "H", "H", "H", "H", "H", "H", "H", "H", "H", "H", "H", "H", "H", "H", "H", "H", "Cl", "C", "C", "C", "C", "C", "Cl", "N", "H", "H", "H"], "coordinates": [[2.309, -1.241, 5.091], [1.300, -0.318, 4.459], [-0.109, -0.866, 4.352], [1.271, 1.023, 5.188], [1.824, -0.036, 3.115], [1.662, -1.068, 2.215], [1.995, -2.225, 2.354], [0.994, -0.427, 1.000], [1.817, 0.650, 0.721], [0.892, -1.331, -0.077], [-0.090, -1.354, -0.925], [0.080, -2.351, -2.016], [-0.759, -2.443, -3.140], [-0.493, -3.405, -4.117], [0.610, -4.257, -3.994], [1.447, -4.161, -2.878], [1.179, -3.208, -1.899], [-1.356, -0.573, -0.785], [-2.575, -1.251, -0.891], [-3.793, -0.588, -0.711], [-3.785, 0.779, -0.420], [-2.579, 1.474, -0.338], [-1.371, 0.794, -0.488], [3.245, -0.686, 5.202], [1.985, -1.616, 6.062], [2.488, -2.069, 4.409], [-0.767, -0.128, 3.882], [-0.129, -1.786, 3.767], [-0.535, -1.089, 5.331], [0.597, 1.738, 4.689], [0.913, 0.899, 6.224], [2.274, 1.473, 5.219], [0.011, -0.088, 1.402], [-1.609, -1.762, -3.237], [-1.152, -3.481, -4.979], [0.811, -5.000, -4.761], [2.307, -4.810, -2.745], [1.812, -3.104, -1.016], [-2.563, -2.313, -1.145], [-4.724, -1.157, -0.795], [-4.732, 1.285, -0.240], [-2.581, 2.547, -0.166], [-0.441, 1.344, -0.433], [1.244, 1.320, -3.541], [0.650, 2.877, -3.186], [-0.294, 3.531, -3.981], [-0.652, 4.839, -3.654], [-0.104, 5.407, -2.502], [0.828, 4.655, -1.771], [1.642, 5.266, -0.387], [1.213, 3.433, -2.120], [-0.619, 3.011, -4.872], [-1.320, 5.417, -4.292], [-0.268, 6.429, -2.181]], "forces_ev_per_angstrom": [[0.241, -0.328, 0.212], [0.387, 0.523, 0.373], [-0.273, -0.175, -0.191], [0.005, 0.440, -0.049], [-0.730, -0.867, -0.011], [0.825, -0.267, 0.247], [-0.719, 1.507, -0.254], [-0.660, -0.609, 0.912], [-0.527, 0.092, -0.706], [-0.351, 0.564, -1.342], [0.907, 0.049, 1.408], [-0.064, -0.169, -0.368], [0.250, -0.046, 0.259], [0.142, 0.085, 0.138], [-0.135, 0.148, 0.207], [-0.328, 0.387, 0.101], [0.088, -0.387, -0.248], [-0.244, 0.097, 0.030], [-0.257, -0.077, -0.178], [0.452, -0.040, 0.110], [-0.153, -0.285, -0.016], [-0.055, -0.305, -0.005], [-0.145, 0.078, -0.339], [-0.051, -0.150, 0.105], [-0.012, 0.062, 0.051], [0.020, -0.094, 0.361], [0.111, -0.079, -0.025], [-0.079, -0.032, 0.055], [0.188, 0.019, 0.059], [0.197, -0.273, 0.080], [0.176, -0.099, -0.402], [-0.287, -0.178, -0.012], [0.447, 0.291, -0.405], [0.332, -0.283, -0.081], [0.167, -0.010, 0.124], [-0.052, 0.115, 0.084], [-0.134, 0.003, -0.176], [-0.201, -0.112, -0.367], [-0.072, 0.307, 0.189], [0.320, 0.338, 0.076], [0.225, 0.017, -0.144], [0.039, -0.179, 0.078], [0.086, 0.015, -0.008], [-0.091, -0.684, -0.380], [-0.052, 1.371, 0.643], [0.394, -0.259, -0.160], [0.323, -0.252, 0.435], [0.612, -0.010, 0.305], [-0.248, -0.755, -1.089], [-0.119, 0.417, 0.227], [-0.450, 0.187, 0.049], [-0.278, 0.214, 0.013], [0.124, -0.224, 0.211], [-0.291, -0.096, -0.186]], "lowdin_charge": [-0.02, -0.58, -0.02, -0.03, 0.00, -0.38, 0.13, -0.30, 0.05, 0.17, -0.16, -0.16, -0.04, -0.08, -0.08, -0.07, -0.02, -0.16, -0.04, -0.07, -0.08, -0.07, -0.04, 0.10, 0.09, 0.07, 0.09, 0.09, 0.09, 0.09, 0.10, 0.09, 0.15, 0.11, 0.10, 0.10, 0.10, 0.11, 0.12, 0.11, 0.10, 0.11, 0.10, 0.73, -0.76, -0.09, -0.06, -0.09, -0.75, 0.70, 0.02, 0.10, 0.11, 0.10]}

=====

| no. | DFT total energy (eV) |
| --- | --- |
| 1 | -55569.320 |
| 2 | -35582.406 |
| 3 | -60098.461 |